Entry 1:
Molecular formula: C21H51Br3Cl3LiN3O3S
Method: DFT, ωB97M-V with the def2-TZVPD basis set

Orbital gap ... 1.682 eV
LUMO ... -6.7 eV
F_max ... 0.0302 hartree/bohr
Charge ... +1

```
86
Properties=species:S:1:pos:R:3:forces:R:3
C -2.888 0.604 2.962 0.0249 -0.0426 0.1120
C -3.187 0.988 1.736 -0.1178 0.2554 0.0108
N -4.496 1.568 1.350 -0.4686 -1.4074 -0.4567
C -5.746 1.104 2.060 -0.0334 0.2119 0.5233
C -7.006 1.552 1.336 0.2642 0.0398 -0.4571
C -7.661 0.478 0.453 -0.1606 0.1025 0.0346
S -7.870 -1.148 1.217 -0.0816 -0.0174 0.0558
H -3.612 0.178 3.646 -0.2642 0.9704 0.3938
H -1.863 0.677 3.308 0.2435 -1.0297 -0.4446
H -2.607 0.864 0.831 0.8558 0.7627 0.5293
H -4.557 1.334 0.338 -0.6063 0.3675 0.8736
H -4.407 2.580 1.445 -0.0655 0.0467 -0.1257
H -5.672 0.026 2.188 -0.0087 -0.0529 -0.1759
H -5.693 1.545 3.053 0.0902 0.0339 0.0283
H -6.741 2.396 0.684 -0.1222 0.1363 0.0663
H -7.716 1.965 2.046 -0.0672 -0.2138 0.1254
H -8.672 0.806 0.216 -0.0127 0.0580 -0.0542
H -7.161 0.380 -0.513 0.0864 -0.1002 0.0151
H -6.684 -1.656 0.867 0.1192 -0.1066 -0.0244
Cl -0.562 0.157 0.339 0.0656 0.2246 -0.4348
C 0.644 -1.238 0.137 0.2008 -0.1202 0.0280
C 0.943 -1.802 1.493 -0.0436 -0.1159 0.1581
Cl 1.838 -0.650 2.520 -0.0962 -0.0156 -0.0106
H 1.520 -0.835 -0.363 -0.0190 0.1053 0.0645
H 0.174 -1.973 -0.510 -0.1271 0.0541 0.0152
H 1.565 -2.684 1.353 0.1157 0.0915 -0.0730
H 0.034 -2.065 2.031 -0.0276 -0.0046 -0.0109
C -3.209 -4.130 0.453 -0.0424 0.0313 -0.0412
Br -2.630 -4.364 -1.343 0.0899 -0.1675 -0.2170
Br -2.851 -2.306 0.995 -0.1013 0.0312 0.1642
Br -5.058 -4.577 0.708 -0.0943 -0.0035 -0.0081
H -2.628 -4.778 1.095 0.0390 0.0645 0.0580
C -3.573 0.892 -5.087 0.1200 -0.0758 -0.2434
O -4.136 0.077 -6.074 0.0289 -0.0098 0.3877
C -3.354 -0.064 -7.267 0.0539 0.0819 -0.4030
C -2.648 -1.396 -7.364 0.0006 -0.1283 0.1357
N -1.580 -1.503 -6.388 -0.2032 0.0882 0.1942
C -1.009 -2.828 -6.166 0.2037 0.0464 -0.0464
C -1.918 -4.008 -5.843 0.0604 -0.1520 -0.1284
O -2.512 -3.983 -4.555 -0.0976 0.1090 0.1234
C -3.600 -3.103 -4.417 -0.0540 -0.0059 0.1342
H -4.385 1.146 -4.392 -0.2194 0.1301 0.0677
H -2.773 0.397 -4.518 0.1130 -0.0217 -0.0232
H -3.168 1.820 -5.507 -0.0257 0.0187 0.1037
H -2.639 0.762 -7.346 0.0286 -0.0378 0.0460
H -4.052 0.016 -8.102 -0.0488 0.0483 0.0630
H -2.230 -1.479 -8.372 0.0020 -0.0214 0.0151
H -3.406 -2.185 -7.261 -0.0235 0.0357 -0.0738
H -1.905 -1.137 -5.505 0.0344 -0.0738 0.0371
H -0.297 -2.727 -5.344 0.0605 -0.0425 -0.0503
H -0.427 -3.105 -7.050 -0.0274 0.0136 -0.0110
H -1.282 -4.895 -5.852 -0.0385 -0.0214 0.0497
H -2.693 -4.172 -6.601 -0.0131 0.1106 -0.0011
H -4.252 -3.087 -5.295 0.0869 -0.0181 -0.0596
H -3.266 -2.079 -4.204 -0.0548 0.0616 -0.0738
H -4.186 -3.440 -3.562 -0.0441 -0.0324 -0.0347
C 8.751 1.852 3.470 0.0027 0.0446 -0.0082
C 7.240 1.999 3.375 0.1192 -0.0922 0.0644
N 6.570 0.740 3.095 -0.0091 0.0650 0.0600
C 5.181 0.897 2.710 -0.1183 -0.0117 -0.1431
C 4.209 1.488 3.743 -0.0015 -0.0056 -0.0301
C 6.854 -0.342 4.022 0.0744 -0.1203 0.0122
C 6.551 -0.116 5.511 -0.0193 -0.0561 -0.0208
H 9.148 1.373 2.574 -0.0016 -0.0260 0.0080
H 9.211 2.838 3.563 0.0070 0.0013 -0.0066
H 9.060 1.268 4.338 -0.0060 -0.0083 0.0050
H 7.006 2.684 2.558 -0.0837 -0.0102 0.0084
H 6.869 2.486 4.291 0.0095 0.0228 -0.0181
H 4.811 -0.074 2.373 0.0073 -0.0239 0.0460
H 5.160 1.538 1.823 0.0659 0.0446 0.0243
H 3.966 0.779 4.535 0.0415 0.0132 0.0226
H 3.271 1.755 3.249 0.0072 0.0146 -0.0143
H 4.613 2.394 4.196 0.0102 -0.0046 0.0053
H 7.912 -0.596 3.929 0.0195 0.0469 -0.0160
H 6.318 -1.226 3.668 -0.0564 0.0289 0.0035
H 6.911 0.856 5.853 0.0100 -0.0004 -0.0011
H 7.054 -0.881 6.106 0.0051 -0.0045 0.0031
H 5.487 -0.182 5.734 -0.0064 0.0635 -0.0134
C 6.716 5.942 3.728 0.0026 -0.0080 0.0013
O 5.831 4.885 3.388 -0.0896 0.0741 0.0028
H 7.701 5.497 3.851 0.0102 0.0167 0.0055
H 6.771 6.701 2.943 0.0165 -0.0177 -0.0170
H 6.434 6.427 4.667 0.0093 -0.0224 0.0149
H 4.949 5.248 3.272 0.0001 0.0085 -0.0042
Cl 3.125 -2.531 -0.779 -0.0852 -0.0656 -0.0689
Li -3.934 1.390 -1.847 0.4818 -0.2600 -0.8566
```
Positions in Å, forces in eV/Å.

=====

Entry 2:
Molecular formula: C5H8N2
Method: DFT, ωB97M-V with the def2-TZVPD basis set

Orbital gap (alpha / beta) ... 11.302 / 6.685 eV
LUMO (alpha / beta) ... 0.6 / -1.5 eV
F_max ... 0.0317 hartree/bohr
Energy above the lowest of the compared OMol25 structures with the same formula, charge and spin ... 551.5 kJ/mol

```
15
Properties=species:S:1:pos:R:3:forces:R:3
C 1.216 -1.256 1.193 0.1263 0.2041 0.0836
C 0.794 -1.204 -0.260 -0.0980 -0.6970 0.4170
C -0.577 -0.826 -0.698 -0.5046 -0.3191 0.0024
C -1.561 -0.250 0.200 -0.8392 0.9341 0.6597
N -2.319 0.364 0.830 0.9051 -1.2083 -0.6150
N 0.576 0.044 -0.917 0.7019 -1.0319 -0.3630
C -0.599 2.557 -0.668 -0.0068 0.4015 0.0033
H 0.516 -0.701 1.825 0.1143 -0.0470 -0.1006
H 1.257 -2.293 1.544 -0.0671 0.2041 -0.1355
H 2.211 -0.814 1.307 -0.1314 -0.0732 0.0026
H 1.263 -1.974 -0.887 -0.1111 0.3116 0.0427
H -1.026 -1.349 -1.546 0.2583 0.3073 0.0820
H 0.010 1.725 -1.034 -0.5495 1.1825 0.1081
H -0.600 3.534 -1.143 0.0792 -0.2368 0.0442
H -1.162 2.443 0.253 0.1224 0.0678 -0.2315
```
Positions in Å, forces in eV/Å.

=====

Entry 3:
Molecular formula: C3H4BrNO2
Method: DFT, ωB97M-V with the def2-TZVPD basis set

Orbital gap (alpha / beta) ... 8.391 / 8.394 eV
LUMO (alpha / beta) ... -0.9 / -0.9 eV
F_max ... 0.1398 hartree/bohr
Energy above the lowest of the compared OMol25 structures with the same formula, charge and spin ... 370.2 kJ/mol

```
11
Properties=species:S:1:pos:R:3:forces:R:3
C -0.418 -0.587 -0.071 3.7608 -5.9498 1.4727
C -1.512 0.078 -0.564 -6.7230 -1.8233 -0.1772
C 1.819 0.215 0.554 -0.2737 -2.5949 -0.7399
N 0.502 0.304 0.423 3.9774 3.5089 0.2185
O -0.086 -1.749 0.091 -1.7257 0.4538 -0.8786
O -0.050 1.446 0.434 1.4888 2.4343 1.2881
Br 2.955 -1.459 0.294 -1.6664 2.2447 0.4201
H -1.393 0.698 -1.428 0.0308 0.0838 -0.4761
H -1.877 0.693 0.269 -0.0349 0.0410 -0.5066
H -2.316 -0.772 -0.599 1.1676 1.5471 -0.9577
H 2.377 1.133 0.596 -0.0018 0.0543 0.3366
```
Positions in Å, forces in eV/Å.

=====

Entry 4:
Molecular formula: C5H4O2
Method: DFT, ωB97M-V with the def2-TZVPD basis set

Orbital gap ... 9.409 eV
LUMO ... 0.2 eV
F_max ... 0.0152 hartree/bohr
Energy above the lowest of the compared OMol25 structures with the same formula, charge and spin ... 19.4 kJ/mol

```
11
Properties=species:S:1:pos:R:3:forces:R:3
O -1.049 2.440 -0.430 0.6425 -0.4326 0.1222
C -0.413 1.437 -0.237 -0.1217 0.2566 -0.0972
O -0.016 1.144 1.070 -0.1193 -0.0447 -0.0053
C 0.265 -0.122 1.439 -0.0617 -0.2084 -0.0625
C 0.230 -1.158 0.581 0.1477 0.1702 0.0096
C 0.072 -0.861 -0.823 -0.0302 0.1313 0.0655
C -0.044 0.426 -1.222 -0.2965 -0.1192 -0.0253
H 0.507 -0.191 2.498 -0.0854 -0.0020 -0.2538
H 0.456 -2.159 0.926 -0.1517 0.1541 -0.0238
H 0.029 -1.676 -1.548 0.3986 0.2520 0.1509
H -0.026 0.747 -2.258 -0.3222 -0.1574 0.1196
```
Positions in Å, forces in eV/Å.

=====

Entry 5:
Molecular formula: C5H33NO12
Method: DFT, ωB97M-V with the def2-TZVPD basis set

Multiplicity ... 2
Orbital gap (alpha / beta) ... 10.088 / 5.489 eV
LUMO (alpha / beta) ... -3.4 / -8.0 eV
F_max ... 0.1392 hartree/bohr
Charge ... +1
Energy above the lowest of the compared OMol25 structures with the same formula, charge and spin ... 411.8 kJ/mol

```
51
Properties=species:S:1:pos:R:3:forces:R:3
C -2.152 0.648 2.701 -0.6573 1.8447 -0.1001
N -1.343 0.041 1.680 3.8287 0.5283 6.0261
C 0.014 -0.081 2.247 3.2457 -1.2507 -1.5997
C 0.931 -0.915 1.292 -0.3273 1.3075 -0.6081
C 0.157 -2.122 0.805 1.9214 -2.3642 -0.9321
O 0.731 -3.075 0.276 -1.4465 1.9879 0.6512
C 0.738 1.304 2.425 0.6791 -1.3620 0.7614
H -2.314 1.749 2.378 -0.4686 -1.6664 0.3110
H -1.694 0.737 3.753 -0.4787 -0.8082 -1.9075
H -3.022 0.009 2.642 -1.0953 0.5528 0.6640
H -1.395 0.205 0.729 -0.8019 0.3793 -2.8169
H 0.199 -0.562 3.234 -1.8494 0.0864 -0.5401
H 1.368 -0.220 0.503 -0.9543 -1.0830 0.1805
H 1.840 -1.279 1.790 -0.4546 0.0437 0.1371
H -0.936 -2.215 1.035 0.2632 0.4275 -0.1942
H 0.812 1.504 3.463 -1.3112 1.0478 1.1591
H 1.826 1.189 2.375 -0.2369 -0.3293 -1.1516
H 0.371 2.065 1.796 -0.2968 1.0500 -0.4049
H 1.344 -3.063 3.373 3.7604 -0.1173 1.5284
H 0.496 -3.852 2.392 0.4086 -1.8464 -1.1786
O 0.530 -3.165 3.009 -4.1603 1.6457 0.2807
H -2.712 -2.639 -1.285 -1.2339 1.2288 -0.1598
H -3.756 -1.283 -1.410 1.5938 -2.7284 0.9836
O -3.396 -2.075 -0.844 -0.2011 1.6103 -0.8222
H 0.427 4.370 -0.400 -0.6776 0.1118 0.0089
H 0.844 2.975 0.053 -1.3410 -2.3795 0.9376
O 1.141 3.748 -0.323 2.0575 2.2737 -1.0628
H 3.795 2.484 1.225 0.4537 -1.7929 -0.1178
H 3.295 0.936 1.394 2.7716 2.2590 -0.6835
O 4.130 1.535 1.174 -2.8620 -0.1967 2.0728
H -4.323 0.663 0.317 -1.0687 3.2252 -2.3627
H -4.278 1.309 -1.125 0.5979 -0.5759 -1.6693
O -4.547 1.544 -0.262 0.4455 -2.8573 4.1149
H -1.626 1.563 -2.164 0.6766 0.6367 -0.3117
H -1.419 0.075 -1.839 -1.8203 1.9084 -0.8790
O -2.140 0.810 -1.906 1.0329 -3.1056 1.1690
H 1.257 -2.081 -2.214 2.4786 0.0909 0.1998
H 0.027 -2.558 -1.576 -0.0138 -0.0563 -0.7175
O 0.345 -2.157 -2.403 -2.2992 -0.6738 0.6764
H 3.764 -1.044 -2.198 -2.3636 -1.8129 -0.7323
H 2.755 -1.251 -3.369 0.3701 -0.7026 1.1354
O 3.006 -1.696 -2.511 2.0414 2.7262 -0.4997
H -2.395 2.419 -0.225 -1.0861 -1.2571 0.4800
H -2.673 3.255 -1.450 -0.6632 0.1206 -0.3798
O -2.105 3.167 -0.696 1.7140 1.8684 0.0548
H -0.435 0.281 -4.272 0.7743 -0.9397 1.1374
H 0.276 -0.631 -3.097 -0.0673 -2.7723 0.0314
O 0.061 0.203 -3.425 -0.7413 4.0997 -1.4933
H 3.979 0.654 -0.415 0.6769 -1.0230 1.6404
H 4.217 1.857 -1.161 -0.6376 -0.4803 -0.4804
O 3.666 1.047 -1.192 -0.1764 1.1205 -2.5363
```
Positions in Å, forces in eV/Å.